Computed, not measured: a molecular structure, C30H21Cl2F9IrN4O3P, with ωB97M-V with the def2-TZVPD basis set.

Cartesian coordinates (Å):
Ir (0.394, -0.231, -0.532)
Cl (6.670, -2.819, 0.956)
C (5.047, -2.727, 0.390)
C (4.540, -1.518, 0.035)
C (3.200, -1.398, -0.394)
N (2.614, -0.218, -0.725)
C (3.430, 0.710, -1.351)
O (4.416, 0.393, -1.991)
C (3.123, 2.192, -1.230)
C (4.092, 3.052, -1.743)
C (3.919, 4.416, -1.614)
C (2.780, 4.876, -0.974)
C (1.870, 3.947, -0.502)
N (2.023, 2.626, -0.618)
C (2.387, -2.586, -0.467)
C (2.958, -3.841, -0.121)
C (4.242, -3.909, 0.307)
Cl (4.895, -5.438, 0.759)
N (1.117, -2.387, -0.824)
C (0.310, -3.420, -1.245)
O (0.679, -4.486, -1.696)
C (-1.147, -3.141, -1.031)
C (-2.068, -4.160, -1.178)
C (-3.381, -3.922, -0.805)
C (-3.700, -2.689, -0.263)
C (-2.711, -1.724, -0.167)
N (-1.463, -1.925, -0.587)
H (5.164, -0.641, 0.113)
H (4.957, 2.622, -2.226)
H (4.658, 5.106, -2.001)
H (2.591, 5.934, -0.837)
H (0.972, 4.295, -0.002)
H (2.363, -4.736, -0.184)
H (-1.728, -5.116, -1.552)
H (-4.131, -4.696, -0.902)
H (-4.698, -2.466, 0.094)
H (-2.918, -0.771, 0.294)
F (1.863, 1.001, 2.257)
C (1.047, 0.639, 3.254)
F (0.389, 1.747, 3.640)
F (1.809, 0.242, 4.282)
C (0.039, -0.451, 2.747)
O (-0.414, -0.146, 1.526)
C (0.745, -1.847, 2.804)
F (0.840, -2.350, 4.041)
F (1.993, -1.765, 2.305)
F (0.080, -2.732, 2.053)
C (-1.186, -0.487, 3.725)
F (-0.838, -0.373, 5.014)
F (-2.037, 0.510, 3.444)
F (-1.870, -1.632, 3.585)
C (-0.857, 2.700, -2.146)
P (-1.228, 1.580, -0.751)
C (-1.099, 2.585, 0.749)
C (-3.046, 1.446, -0.975)
C (-3.541, 0.972, -2.193)
C (-4.904, 0.887, -2.424)
C (-5.802, 1.268, -1.433)
C (-5.323, 1.712, -0.211)
C (-3.952, 1.796, 0.020)
H (-1.258, 2.257, -3.056)
H (0.220, 2.819, -2.272)
H (-1.329, 3.672, -1.991)
H (-1.593, 3.549, 0.625)
H (-0.054, 2.705, 1.016)
H (-1.554, 2.015, 1.558)
H (-2.853, 0.634, -2.961)
H (-5.266, 0.515, -3.374)
H (-6.868, 1.215, -1.615)
H (-6.013, 1.991, 0.575)
H (-3.609, 2.122, 0.993)

Summary:
- Maximum force: 0.733 eV/A
- Energy above the lowest of the compared OMol25 structures with the same formula, charge and spin: 108.9 kJ/mol
- Spin multiplicity: 5
- Calculated total energy: -105183.9370 eV
- E_HOMO (spin up / spin down): -0.281 / -0.311 hartree